Here is a molecular structure, CH26Li2O16P from the OMol25 dataset. Energies are from the ωB97M-V functional and the def2-TZVPD basis.

Element x y z (Å)
Li: 2.3374 1.8276 -3.4001
Li: -0.5262 -2.4398 -3.4050
P: 0.5043 -0.0921 -0.7696
O: -0.4780 0.4874 0.2639
O: 0.4880 -1.6713 -0.6825
O: 1.9403 0.4775 -0.6799
O: 0.1076 0.1777 -2.2172
O: 0.6640 4.4225 -4.4942
H: -0.2493 4.2216 -4.2899
H: 0.6329 5.2837 -4.9108
O: -2.1841 -4.8778 0.4325
H: -1.5055 -4.3299 0.0383
H: -2.5936 -4.3164 1.0908
O: 4.8873 3.7569 -0.4069
H: 4.3103 3.0028 -0.2860
H: 4.3273 4.5160 -0.2445
O: 1.0464 -3.3266 3.4517
H: 0.2566 -2.9355 3.8250
H: 0.9478 -3.2111 2.5067
O: -0.7519 4.4248 -0.2607
H: -0.6737 3.4855 -0.0942
H: -0.1968 4.8333 0.4036
O: -0.5586 2.9030 3.7083
H: -0.6372 2.3963 2.9000
H: -1.3295 3.4704 3.7118
O: -4.4874 1.1975 -0.3847
H: -4.9105 0.3464 -0.2713
H: -3.5805 1.0525 -0.1151
O: -3.1587 2.4305 -4.0515
H: -3.5728 2.4893 -3.1906
H: -2.5666 1.6816 -3.9823
O: -4.5255 4.1424 2.4587
H: -4.5046 4.9863 2.0074
H: -4.3856 3.4965 1.7662
O: 5.6966 -1.3759 -0.0732
H: 5.2831 -2.2162 -0.2710
H: 4.9876 -0.7368 -0.1448
O: -2.6196 -1.4238 3.3825
H: -2.1816 -0.9402 2.6822
H: -3.5415 -1.4363 3.1252
C: 2.9199 -6.3708 0.3060
O: 3.4011 -5.1730 -0.2770
H: 3.0082 -6.3691 1.3924
H: 1.8723 -6.4465 0.0146
H: 3.4377 -7.2347 -0.1107
H: 2.6624 -4.5860 -0.4539

Values from the calculation:
E_LUMO ... 0.5 eV
Orbital gap ... 3.49 eV
Energy above the lowest of the compared OMol25 structures with the same formula, charge and spin ... 217.54 kcal per mole
Multiplicity ... 1
Charge ... -1
DFT total energy ... -43919.576 eV
HOMO level ... -2.98 eV

***

Here is 13 unconnected molecules or ions with the total composition CH28O13 from the OMol25 dataset. Energies are from the ωB97M-V functional and the def2-TZVPD basis.

Element x y z (Å)
O: -2.3102 -1.5893 -1.6753
H: -3.0285 -2.1247 -1.4000
H: -2.6138 -1.1242 -2.4573
H: -2.0164 -1.1281 -0.9786
C: -0.4877 0.2952 0.0361
O: -1.8723 -0.0132 0.3744
H: 0.0344 0.9009 0.9616
H: -0.5233 0.9021 -0.7845
H: 0.1941 -0.4758 -0.0425
O: 0.2943 -3.2520 -0.0746
H: -0.2808 -3.3824 0.6945
H: 0.9383 -2.5819 0.2602
O: 0.4335 2.5716 3.1400
H: 1.0040 2.6920 2.4160
H: 0.8983 1.9631 3.6104
O: -2.8415 2.2778 -1.1708
H: -2.4661 1.7605 -0.5382
H: -1.9856 2.8776 -1.4656
O: 0.5171 1.9311 -2.2640
H: 1.3173 2.2111 -2.1103
H: 0.1816 1.7274 -1.3618
O: -0.6805 -0.3515 -3.4961
H: 0.1361 -0.7874 -3.2811
H: -0.5830 0.5973 -3.5534
O: -2.1814 -1.0421 2.4928
H: -3.0446 -0.9892 2.7814
H: -2.0881 -0.5836 1.7435
O: 3.0118 0.1062 1.0461
H: 3.8280 -0.0765 1.5208
H: 2.8178 0.9810 0.8110
O: 2.2080 -1.8214 -0.0095
H: 2.5025 -0.9205 0.1775
H: 3.1386 -2.1809 -0.0549
O: -2.3005 2.2644 1.8729
H: -2.1204 1.3956 1.6519
H: -1.4407 2.6133 2.0857
O: 2.1130 -1.6095 -2.6955
H: 2.8784 -1.1185 -2.7899
H: 1.9700 -1.8201 -1.9126
O: 1.4828 -0.4379 2.5345
H: 2.1870 -0.3205 1.9931
H: 0.7784 -0.3369 1.9119

Values from the calculation:
E_LUMO ... -1.0 eV
Orbital gap ... 7.89 eV
Energy above the lowest of the compared OMol25 structures with the same formula, charge and spin ... 200.67 kcal per mole
Multiplicity ... 1
DFT total energy ... -28100.869 eV
HOMO level ... -8.87 eV

***

Here is 2 unconnected molecules or ions with the total composition CH2BN from the OMol25 dataset. Energies are from the ωB97M-V functional and the def2-TZVPD basis.

Element x y z (Å)
B: 0.0187 0.2561 -0.0317
C: -1.3433 -0.2262 0.0475
N: -2.4405 -0.6661 0.0564
H: 0.8355 1.0288 -0.3125
H: 2.9296 -0.3927 0.2403

Values from the calculation:
E_LUMO ... -2.7 eV
Orbital gap ... 5.39 eV
Energy above the lowest of the compared OMol25 structures with the same formula, charge and spin ... 133.84 kcal per mole
Multiplicity ... 1
DFT total energy ... -3228.568 eV
HOMO level ... -8.10 eV

***

Across the entries above, strongest force on any atom takes the values 4.5, 11.9, 3.5 eV Å⁻¹, respectively.